2 unconnected molecules or ions with the total composition C8H15NO3 at a distorted geometry. Source: the Open Molecules 2025 dataset; level of theory: wB97M-V/def2-TZVPD.

The geometry in XYZ format:
```
27
Properties=species:S:1:pos:R:3:lowdin_charge:R:1
C -3.56539 2.49278 -0.17258 -0.12
C -2.90593 1.20431 0.16569 -0.17
C -3.41136 0.00206 -0.15650 -0.12
C -3.78382 -2.36297 0.14052 -0.34
C 1.65008 0.88271 -0.21487 -0.24
C 2.47267 -0.36230 -0.03370 -0.21
C 4.71301 -1.01713 -0.12581 -0.24
C 6.02870 -0.86039 -0.08764 0.02
H -4.08194 2.45682 -1.14347 0.08
H -4.34050 2.79376 0.55625 0.08
H -2.83283 3.31494 -0.11994 0.07
H -2.08304 1.26406 0.89437 0.09
H -4.27691 -0.07809 -0.81441 0.12
H -2.25842 -1.26303 1.00919 0.13
H -3.40679 -3.25140 0.65139 0.12
H 0.04958 0.41952 0.75638 0.07
H 1.84175 1.33053 -1.20408 0.13
H 1.94701 1.65650 0.50977 0.13
H 2.29336 -0.80854 0.95545 0.13
H 2.20209 -1.12658 -0.76943 0.13
H 4.23479 -2.01588 -0.13764 0.12
H 6.64862 -1.76571 -0.07866 0.06
H 6.53185 0.09712 0.02725 0.06
N -3.02975 -1.24715 0.36737 0.04
O -4.71890 -2.40002 -0.65313 0.01
O 0.25277 0.62307 -0.16364 -0.07
O 3.82930 0.02102 -0.15811 -0.10
```

Its net charge is 0. As for the spin multiplicity: 1. As for the SMILES: C/C=C/NC=O.C=COCCO. The calculation puts the LUMO energy at 0.012 Ha. The calculation puts the orbital gap at 8.90 eV.